Entry 1:
Molecular formula: C20H55INO19P4Si2
Method: DFT, wB97M-V/def2-TZVPD

Values from the calculation:
M = 920.6 g/mol
2S+1 = 1
Strongest force on any atom = 0.116 hartree/bohr
Net charge = -1
Gap between HOMO and LUMO = 5.89 eV

Atoms and positions in Å:
I  5.26997  1.58320  -2.10568
P  10.12720  -1.02889  -4.77897
P  -2.03336  5.60395  2.50460
P  0.50347  -2.35860  5.90773
P  -7.40834  -1.70243  -1.18419
Si  0.47072  -1.05761  -3.04306
Si  -1.10442  -1.27182  -0.62103
O  0.03594  -2.03631  -1.67720
O  10.82098  -2.36557  -5.32317
O  -1.48413  5.41140  3.99545
O  -8.24848  -2.87919  -0.48372
O  -8.02075  -1.59814  -2.65618
O  0.76366  -1.18061  6.96772
O  -0.24082  -3.48841  6.76372
O  -7.95034  -0.37110  -0.47887
O  -3.58557  5.96024  2.70866
O  8.76015  -0.93537  -5.61185
O  1.94700  -2.99598  5.65864
O  10.96949  0.18623  -4.85486
O  0.80028  -2.41254  -5.43905
O  -1.36468  6.98412  2.05455
O  -1.78701  4.46315  1.59684
O  9.67017  -1.44430  -3.30590
O  -5.94271  -1.88631  -1.12778
O  -0.21015  -1.92887  4.68596
O  -1.37207  -1.58620  -5.25703
N  -0.78313  0.45021  -0.27931
C  -0.31024  0.09523  2.25990
C  -1.62029  -3.28961  7.03421
C  11.47461  -2.28789  -6.58064
C  2.87112  -2.24715  4.88243
C  3.25879  1.63016  -3.00701
C  -1.20247  0.83345  1.12729
C  -0.08425  -1.77028  -4.74213
C  -1.78587  4.18221  4.64106
C  -1.62652  7.44218  0.73653
C  -9.63635  -2.99637  -0.75418
C  -3.35150  -0.38407  -2.30389
C  -7.45950  -0.08462  0.82195
C  -7.69848  -2.63050  -3.57673
C  -2.89040  -1.56250  -1.31351
C  2.97277  0.29770  -3.87935
C  -3.94187  7.21279  3.27288
C  9.03379  -0.45463  -2.51073
C  7.72495  -1.87681  -5.35952
C  1.71172  -1.37771  8.00547
C  2.40968  -0.93254  -3.00538
H  -0.91595  -0.81628  2.61583
H  -2.32274  0.68972  1.30600
H  -1.73320  -2.63989  7.90491
H  -3.12676  7.65001  3.85329
H  2.44524  -1.30513  4.52995
H  -8.03785  -0.64121  1.56287
H  7.24207  -2.13324  -6.30262
H  -3.56847  -1.57254  -0.37416
H  2.51586  1.78875  -2.15603
H  -10.15112  -3.29608  0.15933
H  -2.54156  -0.00460  -3.01032
H  -2.12621  8.41216  0.79563
H  8.10292  -2.79018  -4.89566
H  -0.67939  7.56457  0.20984
H  -7.21881  -2.18825  -4.45054
H  6.98408  -1.41618  -4.70128
H  3.17837  -2.84530  4.02391
H  0.72415  -0.21880  1.89041
H  12.20883  -3.09329  -6.64093
H  -6.40088  -0.33688  0.91444
H  -2.13676  -2.85172  6.17738
H  -4.18092  -0.82215  -2.97768
H  -8.62327  -3.12085  -3.89094
H  -3.75675  0.50415  -1.68772
H  -2.07469  -4.25776  7.25174
H  8.02962  -0.80217  -2.25734
H  8.95577  0.50331  -3.02941
H  1.89302  -2.43638  8.20221
H  -4.80520  7.07481  3.92451
H  -1.06335  -2.04020  0.64849
H  2.83858  -1.91755  -3.40117
H  2.32072  0.48940  -4.80086
H  -7.03193  -3.37790  -3.14105
H  0.19519  0.72284  -0.43970
H  -0.98641  1.97305  1.25798
H  3.25837  2.52937  -3.72891
H  -4.21851  7.89582  2.46559
H  -0.15074  0.27162  -2.87362
H  -2.26123  6.75057  0.17830
H  4.00810  -0.02704  -4.28154
H  -2.78483  4.23408  5.07951
H  2.65060  -0.89660  7.71960
H  -1.73089  3.34124  3.94630
H  1.34185  -0.90720  8.91702
H  10.74334  -2.41247  -7.38211
H  9.60329  -0.31927  -1.59021
H  11.99668  -1.33632  -6.70196
H  2.75042  -0.78087  -1.91445
H  -7.57601  0.98422  1.00966
H  -1.05654  4.01935  5.43643
H  -10.06702  -2.05871  -1.11166
H  -0.13822  0.76732  3.18269
H  -9.78282  -3.77312  -1.50921
H  3.74943  -2.03120  5.49559
H  -2.94027  -2.61230  -1.77301

Here are the Mulliken charges for atoms 1 to 99, given in e: I -0.0428; P 1.0685; P 0.9459; P 0.8491; P 0.8846; Si 0.1036; Si 0.3979; O -0.4017; O -0.2991; O -0.3103; O -0.3140; O -0.3145; O -0.2570; O -0.3590; O -0.3094; O -0.2795; O -0.2963; O -0.3332; O -0.6863; O -0.6832; O -0.3517; O -0.5075; O -0.3361; O -0.3995; O -0.3916; O -0.7211; N -0.0690; C -0.6588; C -0.6576; C -0.7113; C -0.6853; C -0.7863; C -0.2887; C 0.5267; C -0.5245; C -0.7119; C -0.7084; C -0.5223; C -0.6244; C -0.7433; C -0.1385; C -0.3542; C -0.6814; C -0.7059; C -0.5811; C -0.6987; C -0.4848; H 0.2125; H 0.2556; H 0.2578; H 0.3406; H 0.3156; H 0.2548; H 0.2848; H 0.0626; H 0.2633; H 0.2740; H 0.2334; H 0.2696; H 0.3433; H 0.2613; H 0.2828; H 0.1862; H 0.2739; H 0.2167; H 0.2261; H 0.2574; H 0.2973; H 0.0596; H 0.2758; H 0.1800; H 0.2246; H 0.2527; H 0.3591; H 0.3497; H 0.2704; H -0.3193; H 0.3132; H 0.3590; H 0.3465; H 0.1401; H 0.0285; H 0.3949; H 0.2488; H -0.0615; H 0.3484; H 0.0746; H 0.2524; H 0.2383; H 0.1892; H 0.2777; H 0.2672; H 0.2767; H 0.3410; H 0.2642; H 0.2328; H 0.2284; H 0.3432; H 0.2367

Entry 2:
Molecular formula: C20H55KN5O5
Method: DFT, wB97M-V/def2-TZVPD

Values from the calculation:
Energy relative to the best compared isomer or geometry (same formula, charge and spin) = 1.470 eV
M = 484.8 g/mol
2S+1 = 1
Strongest force on any atom = 0.063 hartree/bohr
Net charge = +1
Gap between HOMO and LUMO = 9.49 eV

Atoms and positions in Å:
K  -0.61536  -0.45879  -0.01219
O  0.34991  1.47352  1.76119
O  2.25916  -1.84538  4.11779
O  -2.95248  0.98061  -0.41909
O  0.79988  0.99627  -5.04181
O  -2.97223  -0.69292  2.17312
N  2.07827  -0.80704  1.24840
N  0.89411  -0.71511  -2.52449
N  -2.02889  -0.38989  -2.84383
N  -1.69018  -2.92214  0.50001
N  2.75841  2.04322  0.05232
C  -3.23256  0.45603  -2.88673
C  -2.44784  -3.00738  1.70192
C  3.03219  -2.17573  2.96246
C  3.26306  -0.42728  -2.44638
C  -3.99558  0.24326  2.36290
C  0.39437  1.62688  3.14756
C  0.70505  2.67838  1.02968
C  0.86219  2.39934  -4.78235
C  -3.56792  -1.92564  1.85043
C  -4.22377  -0.18689  -3.85112
C  1.93352  0.21304  -2.99769
C  2.21705  -2.18771  1.64691
C  -2.79533  2.37368  -0.32414
C  -3.80924  0.47393  -1.41375
C  2.01629  0.37596  -4.53016
C  2.74784  -2.97696  0.46771
C  2.17215  2.95305  0.99548
C  2.45756  4.38911  0.45510
C  -1.49109  -3.23097  2.83553
C  3.00257  -1.12426  5.06931
H  3.89632  -1.54783  2.74542
H  -0.03964  2.50841  3.61942
H  0.98361  -1.62728  -2.94878
H  1.93665  5.17845  0.99704
H  2.35909  1.13466  0.23984
H  -0.15839  2.74732  -4.62292
H  -3.91189  -0.29926  -4.88949
H  1.19776  -2.54326  1.79763
H  -3.77900  1.30793  2.45045
H  -1.17082  -3.77305  0.33781
H  -2.26989  -2.87108  -0.32548
H  -4.57026  -1.21796  -3.78097
H  -4.08216  -2.31321  2.72988
H  -2.31936  -1.34355  -2.68174
H  3.59244  -1.25709  -3.07169
H  0.01873  -0.35836  -2.88022
H  1.45134  1.62061  3.41373
H  -3.03732  -3.92296  1.65375
H  2.88571  0.92671  -4.88918
H  -5.08346  0.47145  -3.97608
H  -4.75147  0.22969  1.57770
H  -4.59054  0.00797  3.24537
H  1.97734  -0.61417  -4.98430
H  -2.47995  2.79867  -1.27704
H  0.04468  0.73163  3.66169
H  -0.98481  -2.29490  3.07125
H  -3.73754  2.83400  -0.02674
H  1.58785  -0.43632  2.04975
H  -4.17848  -1.90308  0.94776
H  3.73378  1.89358  0.26761
H  2.94564  -0.29379  1.31428
H  2.64150  2.82778  1.97125
H  -4.70013  1.10176  -1.39735
H  2.15952  -2.94070  -0.44917
H  -2.00205  2.66892  0.36263
H  -4.10931  -0.51880  -1.07829
H  2.63101  -1.13433  6.09397
H  1.75590  1.17968  -2.52636
H  3.12128  -0.69258  -1.39870
H  2.97009  -4.02210  0.68308
H  -2.81763  1.40919  -3.21447
H  3.97383  -1.60401  5.19009
H  3.77447  -2.74083  0.18778
H  4.09511  0.27622  -2.47617
H  3.17554  -0.09419  4.75758
H  -2.05160  -3.47314  3.73846
H  0.41090  2.45605  0.00394
H  1.97936  4.57003  -0.50754
H  3.53915  -3.14059  2.95058
H  -0.67760  -3.94507  2.70749
H  -1.75978  -0.39872  -3.81729
H  3.49521  4.66381  0.26553
H  1.37143  2.68986  -3.86345
H  0.11690  3.53758  1.35206
H  1.31984  2.94805  -5.60549

Quick look at the Mulliken charges, all values in e: K 0.7701; O 0.3816; O -0.2716; O 0.5776; O -0.3435; O -0.0440; N 0.0560; N -0.1903; N -0.3820; N -0.5856; N -0.4370; C -0.0629; C 0.3036; C -1.0684; C -1.3501; C -1.1083; C -1.0947; C -1.3589; C -0.7659; C -0.7584; C -1.5766; C 0.8264; C 1.5319; C -0.8185; C -0.8483; C -0.8114; C -1.7414; C 0.8728; C -1.6516; C -1.5507; C -0.8183; H 0.4723; H 0.3460; H 0.2506; H 0.4096; H -0.1542; H 0.2642; H 0.4741; H -0.6582; H 0.3106; H 0.2700; H 0.1910; H 0.3596; H 0.4473; H 0.1221; H 0.4399; H -0.0248; H 0.2604; H 0.3515; H 0.4173; H 0.4068; H 0.3663; H 0.3688; H 0.2997; H 0.3176; H 0.2362; H 0.2085; H 0.3505; H -0.4157; H 0.3319; H 0.3470; H 0.4491; H 0.2244; H 0.4216; H 0.2357; H 0.0084; H 0.0982; H 0.2813; H 0.0028; H 0.0079; H 0.4979; H 0.3183; H 0.3502; H 0.4502; H 0.4130; H 0.2850; H 0.4368; H 0.3325; H 0.3067; H 0.4458; H 0.4281; H 0.4056; H 0.3742; H 0.3367; H 0.5328; H 0.3083

Look up the net charge of the second one.
+1